The following is a quantum chemistry calculation of C38H36I2N6O3TeTi as an isolated structure, from OMol25.

LUMO (spin up / spin down): 0.19 / 0.19 eV
Expectation value of S²: 2.0267
Energy relative to the best compared isomer or geometry (same formula, charge and spin): 6.7 kcal per mole
Frontier orbital gap (spin up / spin down): 0.17280 / 0.27039 hartree
Highest occupied orbital energy (spin up / spin down): -4.508 / -7.170 eV

Structure (ORCA input):
```
! wB97M-V def2-TZVPD RIJCOSX def2/J DEFGRID3
* xyz 0 3
I -1.279 -2.784 -6.800
I 3.011 -0.032 -3.649
Te 1.326 -3.050 0.219
Ti -0.230 1.271 -0.779
O 0.753 -0.414 -1.445
O 1.301 2.584 -0.806
O -0.229 0.627 1.115
N 2.771 3.603 0.568
N -0.954 1.761 -2.654
N -2.882 3.944 1.410
N -1.537 2.842 0.087
N -2.122 -0.048 -1.031
N 3.398 0.953 0.560
C 0.673 -1.426 -4.939
C -1.680 2.019 2.434
C 1.711 -5.071 0.805
C -1.378 -6.017 3.635
C -2.076 3.902 -0.614
C 3.106 1.474 1.749
C -2.911 4.596 0.196
C -2.230 2.252 3.701
C 3.980 -0.419 2.897
C -1.835 -1.433 -1.471
C 4.257 -0.980 1.663
C -3.019 0.694 -1.936
C -0.949 -1.484 -2.682
C 0.632 -5.428 1.795
C -2.033 2.890 1.313
C 0.280 -2.970 2.081
C -2.243 1.394 -3.014
C 0.337 -0.914 -2.582
C 1.121 -0.896 -3.738
C 0.328 -6.748 2.111
C 3.387 0.834 2.947
C -0.589 -1.995 -5.005
C -0.075 -4.396 2.412
C -1.400 -2.017 -3.876
C -0.249 2.457 -3.620
C -2.794 1.698 -4.226
C -0.672 -7.045 3.023
C -1.846 1.528 4.809
C -0.734 0.982 2.270
C -0.763 2.783 -4.842
C -0.317 0.284 3.424
C -2.072 2.416 -5.195
C -1.075 -4.700 3.329
C 2.276 3.324 -0.647
C 2.940 3.934 -1.838
C 2.394 2.810 1.721
C -0.864 0.548 4.660
C 3.946 -0.255 0.521
H -2.166 -6.243 4.342
H 1.682 -5.715 -0.072
H -3.766 0.031 -2.386
H -0.908 -8.077 3.251
H 4.213 -0.951 3.811
H 2.702 -5.150 1.254
H 3.459 3.131 -2.364
H -3.552 1.424 -1.319
H -2.776 -1.952 -1.688
H 0.771 2.702 -3.360
H 3.135 1.300 3.891
H -0.125 3.318 -5.535
H 0.870 -7.552 1.628
H -1.829 4.054 -1.651
H 2.176 4.333 -2.502
H -3.523 5.463 0.023
H -2.295 1.723 5.772
H 4.129 -0.662 -0.467
H 2.582 3.380 2.630
H -1.627 -3.895 3.800
H 1.321 2.638 1.663
H 3.646 4.719 -1.574
H -0.601 -2.336 1.993
H 0.443 -0.473 3.287
H -2.397 -2.440 -3.926
H -3.359 4.235 2.242
H 1.304 -1.389 -5.816
H -2.556 -0.093 -0.117
H 3.684 4.026 0.576
H -3.804 1.359 -4.427
H 0.928 -2.535 2.843
H -2.983 3.021 3.833
H -2.492 2.644 -6.163
H 4.698 -1.963 1.576
H -1.347 -1.939 -0.634
H -0.529 -0.017 5.522
*
```